Run i
Density functional theory data (ωB97M-V/def2-TZVPD) for C20H28Cl2LuN2O6 as an isolated structure.

Calculated values
Charge: -1
Frontier orbital gap (spin up / spin down) (eV): 4.44 / 4.27
2S+1: 1
E_HOMO (spin up / spin down) (eV): -1.744 / -1.556

Last column: Löwdin charge in e.
Cartesian coordinates (Å):
Lu (0.00, 0.00, 0.31)  1.25
Cl (1.60, -0.21, -1.44)  0.02
N (0.09, 2.04, 0.25)  -0.04
N (-0.03, -2.04, 0.47)  -0.04
C (-0.85, 2.83, -0.12)  -0.32
C (-0.84, -2.86, -0.09)  -0.32
C (1.17, 2.85, 0.87)  -0.51
C (0.44, 4.17, 1.11)  -0.05
C (2.30, 3.00, -0.13)  -0.04
C (1.65, 2.20, 2.16)  -0.04
H (1.92, 3.05, -1.15)  0.08
H (2.97, 2.15, -0.08)  0.06
H (2.86, 3.91, 0.07)  0.08
H (0.90, 2.29, 2.94)  0.06
H (2.58, 2.66, 2.49)  0.10
H (1.85, 1.14, 1.99)  0.06
C (0.90, -2.82, 1.34)  -0.50
C (0.65, -4.25, 0.83)  -0.06
C (0.46, -2.66, 2.79)  -0.05
C (2.34, -2.39, 1.15)  -0.05
H (2.61, -2.38, 0.10)  0.05
H (3.00, -3.06, 1.70)  0.09
H (2.48, -1.38, 1.53)  0.07
H (-0.58, -2.95, 2.92)  0.10
H (0.55, -1.63, 3.11)  -0.02
H (1.08, -3.29, 3.43)  0.10
O (-0.62, -4.17, 0.13)  0.03
H (0.55, -4.98, 1.62)  0.13
H (1.40, -4.57, 0.11)  0.13
O (-0.70, 4.13, 0.20)  0.04
H (1.03, 5.05, 0.87)  0.12
H (0.04, 4.25, 2.12)  0.14
C (-2.09, 2.45, -0.85)  -0.05
C (-2.04, -2.51, -0.91)  -0.05
C (-1.85, -1.24, -1.68)  -0.27
H (-2.88, -2.41, -0.22)  0.13
H (-2.26, -3.36, -1.55)  0.12
C (-2.15, -0.03, -1.05)  -0.19
C (-1.89, 1.20, -1.66)  -0.26
H (-2.69, -0.05, -0.11)  0.10
C (-1.32, 1.22, -2.93)  -0.26
C (-1.06, 0.01, -3.56)  -0.09
C (-0.93, 2.51, -3.59)  -0.04
C (-1.29, -1.23, -2.96)  -0.28
H (-0.60, 0.02, -4.54)  0.09
C (-0.84, -2.48, -3.63)  -0.05
H (-0.51, -2.28, -4.65)  0.07
H (-1.62, -3.24, -3.68)  0.07
H (0.01, -2.92, -3.10)  0.08
H (-1.73, 3.24, -3.58)  0.07
H (-0.64, 2.34, -4.62)  0.07
H (-0.07, 2.95, -3.08)  0.08
H (-2.40, 3.29, -1.46)  0.12
H (-2.87, 2.29, -0.10)  0.14
O (-0.96, -1.03, 4.60)  -0.45
Cl (0.00, 0.00, 3.99)  0.79
O (-0.54, 1.34, 4.45)  -0.45
O (1.41, -0.15, 4.56)  -0.45
O (0.00, 0.00, 2.31)  -0.72

---

Run ii
Density functional theory data (ωB97M-V/def2-TZVPD) for C20H28Cl2LuN2O6 as an isolated structure.

Calculated values
Charge: -1
Frontier orbital gap (eV): 6.60
2S+1: 1
E_HOMO (eV): -3.774

Last column: Löwdin charge in e.
Cartesian coordinates (Å):
Lu (-0.20, -0.01, 0.92)  1.38
Cl (1.48, -0.36, -1.05)  0.05
N (0.22, 2.28, 0.20)  0.05
N (-0.14, -2.46, 0.57)  0.05
C (-0.70, 3.05, -0.30)  -0.35
C (-0.77, -3.00, -0.43)  -0.35
C (1.42, 3.10, 0.49)  -0.55
C (0.90, 4.52, 0.29)  -0.05
C (2.53, 2.77, -0.49)  -0.06
C (1.87, 2.84, 1.92)  -0.05
H (2.25, 3.11, -1.49)  0.09
H (2.69, 1.69, -0.53)  0.00
H (3.45, 3.29, -0.18)  0.08
H (1.09, 3.21, 2.60)  0.08
H (2.80, 3.39, 2.10)  0.08
H (2.01, 1.76, 2.11)  0.04
C (0.89, -3.41, 1.06)  -0.56
C (0.76, -4.57, 0.08)  -0.06
C (0.56, -3.83, 2.49)  -0.03
C (2.27, -2.81, 0.99)  -0.09
H (2.48, -2.51, -0.05)  0.02
H (3.00, -3.57, 1.32)  0.08
H (2.35, -1.92, 1.61)  0.05
H (-0.42, -4.31, 2.52)  0.09
H (0.54, -2.96, 3.16)  0.08
H (1.33, -4.53, 2.84)  0.08
O (-0.30, -4.17, -0.85)  0.02
H (0.43, -5.51, 0.56)  0.12
H (1.65, -4.74, -0.53)  0.13
O (-0.43, 4.35, -0.34)  0.02
H (1.50, 5.15, -0.39)  0.12
H (0.73, 5.04, 1.24)  0.12
C (-2.01, 2.53, -0.81)  -0.06
C (-1.95, -2.41, -1.13)  -0.06
C (-1.64, -1.09, -1.77)  -0.28
H (-2.69, -2.25, -0.33)  0.13
H (-2.32, -3.15, -1.84)  0.11
C (-1.65, 0.07, -1.03)  -0.20
C (-1.70, 1.31, -1.63)  -0.25
H (1.13, -0.06, 3.13)  -0.02
C (-1.32, 1.42, -2.99)  -0.24
C (-1.07, 0.25, -3.70)  -0.03
C (-1.19, 2.76, -3.62)  -0.05
C (-1.23, -1.01, -3.13)  -0.26
H (-0.76, 0.33, -4.75)  0.11
C (-0.95, -2.25, -3.90)  -0.06
H (-0.59, -2.00, -4.90)  0.07
H (-1.86, -2.86, -4.01)  0.07
H (-0.19, -2.86, -3.41)  0.08
H (-2.09, 3.36, -3.47)  0.07
H (-1.02, 2.65, -4.70)  0.07
H (-0.34, 3.32, -3.20)  0.08
H (-2.52, 3.32, -1.36)  0.12
H (-2.60, 2.24, 0.07)  0.11
O (-3.68, 0.63, 2.28)  -0.45
Cl (-2.34, 0.43, 2.89)  0.93
O (-1.39, 1.45, 2.24)  -0.59
O (1.41, 0.03, 2.21)  -0.51
O (-1.75, -0.89, 2.39)  -0.59

---

It is run ii that is most stable; the runner-up trails by 7.461 eV.

---

Run i
Density functional theory data (ωB97M-V/def2-TZVPD) for one molecule with the formula CH2O2.

Calculated values
SMILES: O=CO
Frontier orbital gap (eV): 11.55
2S+1: 1
E_HOMO (eV): -11.004

Last column: Löwdin charge in e.
Cartesian coordinates (Å):
C (-0.15, 0.33, -0.02)  -0.43
H (1.77, 0.43, 0.10)  0.13
H (-0.03, 1.44, -0.01)  0.14
O (1.07, -0.28, -0.01)  0.05
O (-1.18, -0.21, 0.01)  0.11

---

Run ii
Density functional theory data (ωB97M-V/def2-TZVPD) for one molecule with the formula CH2O2.

Calculated values
SMILES: O=CO
Frontier orbital gap (eV): 11.70
2S+1: 1
E_HOMO (eV): -10.974

Last column: Löwdin charge in e.
Cartesian coordinates (Å):
C (0.07, -0.09, 0.38)  -0.34
H (-0.14, 0.60, -1.37)  0.16
H (-0.54, -0.61, 1.21)  0.15
O (-0.74, 0.14, -0.68)  0.03
O (1.34, -0.05, 0.45)  -0.01

---

It is run i that is most stable; the runner-up trails by 0.202 eV.

---

Run i
Density functional theory data (ωB97M-V/def2-TZVPD) for a 2-piece molecular cluster, C2H4O3S overall.

Calculated values
SMILES: O=C=CO.OS
Frontier orbital gap (eV): 9.14
2S+1: 1
E_HOMO (eV): -8.929

Last column: Löwdin charge in e.
Cartesian coordinates (Å):
C (1.08, -1.09, -0.03)  -0.25
C (1.11, -0.11, 0.79)  -0.20
O (0.71, -1.90, -0.77)  0.09
O (2.07, 0.87, 0.95)  0.01
O (-1.67, 1.09, -0.51)  -0.53
S (-1.60, -0.24, -1.52)  0.70
H (-1.52, -1.42, -0.44)  0.00
H (0.34, -0.23, 1.59)  0.15
H (1.98, 1.58, 0.38)  0.06
H (-2.51, 1.44, -0.43)  -0.03

---

Run ii
Density functional theory data (ωB97M-V/def2-TZVPD) for one molecule with the formula C2H4O3S.

Calculated values
Frontier orbital gap (spin up / spin down) (eV): 9.06 / 9.06
2S+1: 1
E_HOMO (spin up / spin down) (eV): -9.452 / -9.451

Last column: Löwdin charge in e.
Cartesian coordinates (Å):
C (0.31, -0.94, 0.54)  -0.12
C (0.24, 0.85, -0.87)  -0.13
O (1.94, 0.98, 1.01)  -0.29
O (2.54, -0.49, -0.79)  -0.26
O (-0.48, 1.82, -0.32)  0.06
S (1.54, 0.04, 0.02)  0.45
H (-0.15, -0.71, 1.52)  0.07
H (-0.03, -1.92, 0.15)  0.07
H (-0.05, 0.60, -1.78)  0.07
H (-0.25, 1.87, 0.58)  0.09

---

It is run i that is most stable; the runner-up trails by 0.154 eV.

---

Run i
Density functional theory data (ωB97M-V/def2-TZVPD) for one molecule with the formula C17H18N2O5S.

Calculated values
SMILES: CCN(CC(=O)Nc1ccc2c(c1)OCO2)S(=O)(=O)c1ccccc1
Frontier orbital gap (eV): 8.39
2S+1: 1
E_HOMO (eV): -7.914

Last column: Löwdin charge in e.
Cartesian coordinates (Å):
C (-3.92, -0.80, 1.70)  -0.08
H (-3.87, -0.72, 0.62)  0.07
H (-3.35, -1.67, 2.02)  0.06
H (-4.95, -0.93, 2.00)  0.08
C (-3.35, 0.45, 2.35)  -0.25
N (-1.95, 0.62, 1.96)  -0.26
S (-0.88, -0.06, 3.10)  0.70
O (-0.62, 0.88, 4.15)  -0.27
O (-1.42, -1.34, 3.45)  -0.28
C (0.59, -0.29, 2.11)  -0.28
C (1.62, 0.63, 2.17)  -0.06
C (2.72, 0.46, 1.35)  -0.05
C (2.79, -0.63, 0.50)  -0.06
C (1.77, -1.56, 0.47)  -0.07
C (0.66, -1.39, 1.28)  -0.06
H (-0.15, -2.10, 1.29)  0.12
H (1.83, -2.41, -0.19)  0.11
H (3.66, -0.75, -0.14)  0.11
H (3.53, 1.18, 1.38)  0.11
H (1.54, 1.47, 2.85)  0.12
C (-1.50, 1.94, 1.56)  -0.11
H (-0.99, 2.45, 2.38)  0.13
H (-2.35, 2.55, 1.25)  0.14
C (-0.54, 1.85, 0.37)  -0.47
O (0.32, 2.68, 0.17)  0.08
N (-0.81, 0.78, -0.42)  0.14
C (-0.08, 0.26, -1.49)  -0.23
C (-0.49, -0.96, -2.01)  -0.04
C (0.18, -1.57, -3.07)  0.01
C (1.27, -0.91, -3.57)  -0.21
C (1.68, 0.32, -3.05)  -0.19
C (1.03, 0.93, -2.02)  0.08
H (1.35, 1.88, -1.62)  0.12
O (2.79, 0.75, -3.73)  0.04
C (3.06, -0.23, -4.71)  -0.16
O (2.11, -1.27, -4.59)  0.03
H (4.07, -0.63, -4.56)  0.14
H (2.99, 0.22, -5.71)  0.14
H (-0.14, -2.51, -3.47)  0.12
H (-1.35, -1.46, -1.59)  0.11
H (-1.54, 0.18, -0.05)  0.13
H (-3.41, 0.36, 3.44)  0.12
H (-3.91, 1.33, 2.04)  0.12

---

Run ii
Density functional theory data (ωB97M-V/def2-TZVPD) for one molecule with the formula C17H18N2O5S.

Calculated values
SMILES: CCOC(=O)c1cccc(NS(=O)(=O)c2ccc(NC(C)=O)cc2)c1
Frontier orbital gap (eV): 9.17
2S+1: 1
E_HOMO (eV): -8.829

Last column: Löwdin charge in e.
Cartesian coordinates (Å):
C (-4.29, -3.93, 3.87)  -0.06
C (-4.38, -2.83, 2.83)  -0.22
H (-5.18, -2.12, 3.07)  0.13
H (-4.56, -3.24, 1.83)  0.13
O (-3.13, -2.13, 2.82)  -0.01
C (-3.06, -1.06, 2.02)  -0.45
O (-3.98, -0.69, 1.33)  0.11
C (-1.74, -0.39, 2.08)  -0.12
C (-1.60, 0.82, 1.41)  0.05
C (-0.39, 1.50, 1.43)  -0.29
C (0.69, 0.95, 2.12)  -0.02
C (0.54, -0.26, 2.78)  -0.05
C (-0.66, -0.94, 2.76)  -0.02
H (-0.78, -1.88, 3.28)  0.11
H (1.39, -0.67, 3.31)  0.11
H (1.62, 1.49, 2.15)  0.10
N (-0.25, 2.72, 0.78)  -0.05
H (-1.08, 3.06, 0.32)  0.12
S (1.14, 3.10, -0.10)  0.67
O (2.25, 3.20, 0.80)  -0.28
O (0.77, 4.25, -0.88)  -0.28
C (1.33, 1.68, -1.15)  -0.28
C (2.22, 0.68, -0.83)  -0.04
C (2.30, -0.46, -1.62)  0.02
C (1.48, -0.58, -2.74)  -0.21
C (0.58, 0.45, -3.05)  -0.01
C (0.50, 1.57, -2.26)  -0.05
H (-0.17, 2.38, -2.49)  0.12
H (-0.06, 0.36, -3.92)  0.11
N (1.51, -1.69, -3.58)  0.12
C (2.28, -2.82, -3.49)  -0.51
O (3.07, -3.04, -2.61)  0.08
C (2.01, -3.78, -4.63)  0.00
H (2.23, -3.31, -5.58)  0.08
H (2.64, -4.66, -4.51)  0.09
H (0.97, -4.09, -4.62)  0.08
H (0.87, -1.64, -4.36)  0.14
H (3.00, -1.24, -1.39)  0.10
H (2.86, 0.80, 0.03)  0.11
H (-2.46, 1.23, 0.88)  0.13
H (-5.23, -4.48, 3.90)  0.08
H (-3.49, -4.62, 3.63)  0.08
H (-4.10, -3.51, 4.85)  0.08

---

It is run ii that is most stable; the runner-up trails by 1.509 eV.